(1)
Molecular formula: C3H8NO
Method: DFT, wB97M-V/def2-TZVPD

Structure (XYZ):
```
13
Properties=species:S:1:pos:R:3:nbo_charge:R:1
C 1.252 -0.313 -0.883 -0.351
C 0.785 0.714 -0.134 -0.055
C -1.920 0.311 0.300 0.254
N 0.097 0.552 1.079 -0.711
O -1.661 -0.565 -0.665 -0.570
H 1.665 -0.239 -1.804 0.231
H 1.033 -1.378 -0.645 0.195
H 0.869 1.761 -0.330 0.221
H -2.592 0.170 1.140 0.224
H -1.847 1.364 -0.111 0.216
H 0.411 -0.425 1.406 0.412
H 0.194 1.180 1.846 0.428
H -1.573 -1.424 -0.331 0.505
```

## Properties
* Kohn-Sham gap (alpha / beta): 9.15 / 9.15 eV
* total energy: -248.74614 hartree
* total charge: +1
* LUMO level (alpha / beta): -0.1833 / -0.1833 Eh



(2)
Molecular formula: C3H8NO2
Method: DFT, wB97M-V/def2-TZVPD

Structure (XYZ):
```
14
Properties=species:S:1:pos:R:3:nbo_charge:R:1
C -0.296 -0.352 1.438 -0.014
O -1.040 -1.457 1.246 -0.960
C -0.046 0.421 0.113 -0.138
C 1.099 -0.150 -0.620 -0.085
O 1.441 0.386 -1.970 -0.759
N -1.323 0.470 -0.674 -0.888
H 0.832 -0.420 1.781 0.032
H -0.802 0.199 2.196 0.109
H 0.139 1.440 0.392 0.152
H 2.045 -0.232 -0.034 0.171
H 0.797 -1.212 -0.740 0.177
H 0.705 1.113 -2.050 0.472
H -1.384 -0.589 -0.996 0.361
H -2.169 0.384 -0.080 0.370
```

## Properties
* Kohn-Sham gap: 6.73 eV
* total energy: -324.29319 hartree
* structure (SMILES): N[C@@H](C[O-])CO
* total charge: -1
* LUMO level: 0.1508 Eh



(3)
Molecular formula: C3H8NO2
Method: DFT, wB97M-V/def2-TZVPD

Structure (XYZ):
```
14
Properties=species:S:1:pos:R:3:nbo_charge:R:1
C 0.305 0.752 0.524 -0.153
C -1.068 0.312 0.203 0.833
C -3.341 -0.285 -0.128 -0.322
N 2.849 0.004 -0.038 -1.049
O -0.752 1.291 -0.489 -0.355
O -2.046 -0.357 0.542 -0.373
H 0.200 1.387 1.414 0.225
H 1.262 0.432 0.034 0.309
H -4.187 -0.632 0.504 0.250
H -3.379 -0.949 -0.967 0.239
H -3.779 0.751 -0.191 0.241
H 3.339 0.546 0.666 0.392
H 3.153 0.119 -0.925 0.379
H 3.104 -0.941 0.011 0.383
```

## Properties
* Kohn-Sham gap: 10.76 eV
* total energy: -323.95292 hartree
* total charge: +1
* LUMO level: -0.1385 Eh



(4)
Molecular formula: C3H8NO2PS
Method: DFT, wB97M-V/def2-TZVPD

Structure (XYZ):
```
16
Properties=species:S:1:pos:R:3:nbo_charge:R:1
C 0.262 -0.552 0.305 -0.089
C 0.378 0.982 0.515 0.068
C 0.788 1.380 1.923 -0.641
N -0.498 -1.735 -3.304 -1.210
O 0.131 -0.618 -1.163 -0.804
O -0.954 1.442 0.263 -0.743
P -0.632 -1.825 -1.773 1.765
S -1.457 -3.003 -0.527 -0.520
H 1.073 -1.169 0.479 0.199
H -0.761 -0.875 0.717 0.237
H 1.022 1.477 -0.213 0.188
H 0.366 0.811 2.780 0.221
H 0.608 2.521 2.051 0.223
H 1.853 1.293 2.101 0.215
H -1.133 -2.340 -3.876 0.405
H -1.044 2.210 -0.278 0.484
```

## Properties
* Kohn-Sham gap: 10.05 eV
* total energy: -1063.88042 hartree
* LUMO level: 0.0196 Eh



(5)
Molecular formula: C3H8NO3
Method: DFT, wB97M-V/def2-TZVPD

Structure (XYZ):
```
15
Properties=species:S:1:pos:R:3:nbo_charge:R:1
C 0.509 1.538 0.723 -0.426
N 1.470 0.425 0.836 -0.641
C 0.835 -0.860 1.011 -0.339
C -0.071 -1.207 -0.249 0.744
O -1.303 -1.395 0.000 -0.810
O 0.468 -1.231 -1.369 -0.777
H 0.584 2.131 1.638 0.169
H -0.517 1.222 0.571 0.201
H 0.747 2.184 -0.128 0.182
H 2.035 0.398 0.002 0.362
H 0.121 -0.949 1.826 0.196
H 1.653 -1.586 1.008 0.187
H -2.123 -0.652 -1.325 0.504
H -1.820 0.261 -2.418 0.450
O -2.588 -0.277 -2.126 -1.003
```

## Properties
* Kohn-Sham gap: 8.23 eV
* total energy: -399.64619 hartree
* total charge: -1
* LUMO level: 0.1512 Eh



(6)
Molecular formula: C3H8NO3
Method: DFT, wB97M-V/def2-TZVPD

Structure (XYZ):
```
15
Properties=species:S:1:pos:R:3:nbo_charge:R:1
N 0.020 -1.521 -2.995 -0.920
C 0.047 -0.668 -1.856 0.862
O 0.465 0.522 -2.039 -0.817
O -0.396 -1.178 -0.766 -0.836
H -0.539 -2.378 -2.938 0.368
H 0.061 -1.024 -3.865 0.365
C -0.093 0.221 1.712 -0.060
O -0.313 0.392 3.097 -0.753
C 0.401 1.459 1.015 -0.659
H 0.610 -0.593 1.521 0.167
H -1.058 -0.077 1.266 0.173
H -0.827 -0.375 3.394 0.453
H 1.489 1.556 1.187 0.180
H 0.234 1.277 -0.058 0.296
H -0.102 2.387 1.325 0.180
```

## Properties
* Kohn-Sham gap: 7.88 eV
* total energy: -399.64920 hartree
* total charge: -1
* LUMO level: 0.1377 Eh



(7)
Molecular formula: C3H8NOP
Method: DFT, wB97M-V/def2-TZVPD

Structure (XYZ):
```
14
Properties=species:S:1:pos:R:3:nbo_charge:R:1
C -0.422 0.042 -0.024 0.689
C -2.740 -0.350 -0.268 -0.446
C 2.768 0.700 -0.132 -0.977
N -1.404 -0.878 -0.035 -0.673
O -0.296 1.243 -0.089 -0.575
P 2.102 -1.011 -0.040 0.235
H -3.330 -0.153 0.704 0.207
H -2.604 0.665 -0.793 0.232
H -3.301 -0.952 -1.037 0.215
H 2.342 1.255 -0.993 0.237
H 3.898 0.923 -0.079 0.241
H 2.229 1.002 0.775 0.240
H -1.232 -1.713 0.573 0.430
H 1.991 -0.775 1.439 -0.054
```

## Properties
* Kohn-Sham gap (alpha / beta): 7.79 / 7.79 eV
* total energy: -590.34028 hartree
* LUMO level (alpha / beta): 0.0059 / 0.0062 Eh



(8)
Molecular formula: C3H8NOP
Method: DFT, wB97M-V/def2-TZVPD

Structure (XYZ):
```
14
Properties=species:S:1:pos:R:3:nbo_charge:R:1
C -0.552 0.004 -0.495 0.602
C 0.069 0.252 -1.802 -0.744
C -1.887 0.668 -0.378 -0.711
N 2.133 -0.744 2.753 -1.154
O -0.102 -0.804 0.370 -0.574
P 2.545 -0.488 1.208 0.335
H 0.387 -0.709 -2.294 0.249
H 0.987 0.775 -1.885 0.263
H -0.709 0.640 -2.539 0.216
H -2.525 0.128 -1.075 0.239
H -1.876 1.747 -0.657 0.231
H -2.165 0.561 0.632 0.232
H 1.120 -0.441 2.919 0.414
H 2.575 -1.589 3.244 0.400
```

## Properties
* Kohn-Sham gap (alpha / beta): 6.83 / 6.86 eV
* total energy: -590.35439 hartree
* LUMO level (alpha / beta): 0.0158 / 0.0164 Eh



(9)
Molecular formula: C3H8NOS
Method: DFT, wB97M-V/def2-TZVPD

Structure (XYZ):
```
14
Properties=species:S:1:pos:R:3:nbo_charge:R:1
C -0.963 -1.116 0.506 -0.040
O -1.646 -1.812 -0.454 -0.972
C 0.136 -0.269 -0.167 -0.096
C 0.790 0.708 0.839 -0.452
S 2.307 1.476 -0.022 -0.206
N -0.366 0.388 -1.342 -0.884
H -1.683 -0.374 0.983 0.061
H -0.584 -1.755 1.319 0.102
H 0.981 -0.925 -0.416 0.169
H 1.359 0.125 1.559 0.207
H 0.074 1.427 1.224 0.197
H 1.638 1.430 -1.215 0.171
H -1.073 1.066 -1.099 0.333
H -0.971 -0.370 -1.717 0.413
```

## Properties
* Kohn-Sham gap: 6.01 eV
* total energy: -647.27231 hartree
* structure (SMILES): N[C@H](C[O-])CS
* total charge: -1
* LUMO level: 0.1239 Eh



(10)
Molecular formula: C3H8NOS
Method: DFT, wB97M-V/def2-TZVPD

Structure (XYZ):
```
14
Properties=species:S:1:pos:R:3:nbo_charge:R:1
C -4.100 4.290 -6.093 -0.469
C -3.535 3.668 -5.092 0.152
C 2.880 -3.295 2.124 0.193
N 2.820 -2.733 3.319 -0.584
O -3.742 2.536 -3.820 -0.727
S -5.096 1.747 -3.592 0.337
H -3.388 4.921 -6.625 0.237
H -5.065 4.146 -6.415 0.215
H -2.549 4.028 -4.916 0.172
H 3.387 -2.938 1.262 0.244
H 2.498 -4.299 2.012 0.231
H 2.332 -3.298 4.086 0.463
H 2.913 -1.745 3.452 0.454
H -4.433 0.581 -3.967 0.082
```

## Properties
* Kohn-Sham gap: 3.42 eV
* total energy: -646.84281 hartree
* total charge: +1
* LUMO level: -0.2415 Eh



(11)
Molecular formula: C3H8NOS
Method: DFT, wB97M-V/def2-TZVPD

Structure (XYZ):
```
14
Properties=species:S:1:pos:R:3:nbo_charge:R:1
C 0.815 2.008 1.880 0.469
C -0.685 -1.031 0.596 -0.447
C 0.643 -0.777 -1.344 -0.436
N -0.520 -0.289 -0.641 -0.483
O 0.640 1.800 0.757 -0.504
S -1.053 1.274 -0.642 0.708
H 0.174 2.092 2.803 0.181
H -1.063 -0.436 1.505 0.216
H -1.371 -1.819 0.670 0.247
H 0.299 -1.492 0.766 0.226
H 0.712 -1.932 -1.253 0.246
H 0.337 -0.561 -2.324 0.226
H 1.603 -0.426 -1.024 0.230
H -0.532 1.588 -1.750 0.121
```

## Properties
* Kohn-Sham gap (alpha / beta): 6.21 / 9.22 eV
* total energy: -646.83743 hartree
* total charge: +1
* LUMO level (alpha / beta): -0.2303 / -0.1590 Eh



(12)
Molecular formula: C3H8NOS
Method: DFT, wB97M-V/def2-TZVPD

Structure (XYZ):
```
14
Properties=species:S:1:pos:R:3:nbo_charge:R:1
C 0.304 -1.257 0.068 0.043
C 0.214 0.137 -0.354 0.039
C -0.887 0.897 0.259 -0.250
N -2.083 0.178 -0.177 -0.842
O 1.491 0.089 0.324 -0.546
S 3.084 0.227 -0.202 0.448
H -0.275 -1.754 0.969 0.283
H 0.887 -2.035 -0.450 0.240
H 0.455 0.442 -1.269 0.224
H -0.848 0.916 1.374 0.237
H -0.821 1.996 -0.236 0.210
H -2.001 -0.193 -1.129 0.370
H -2.945 0.766 -0.068 0.410
H 3.423 -0.408 0.893 0.132
```

## Properties
* Kohn-Sham gap: 7.90 eV
* total energy: -646.85321 hartree
* total charge: +1
* LUMO level: -0.2183 Eh